Record 1
C4H10N2O2 in the gas phase in a non-equilibrium geometry. Source: OMol25; level of theory: wB97M-V/def2-TZVPD.

- Frontier orbital gap: 9.9 eV
- SMILES: CNC(=O)[C@@H](N)CO
- LUMO level: 0.02530 Eh
- Energy above the lowest of the compared OMol25 structures with the same formula, charge and spin: 3.577 eV
- Charge: 0

Each line ends with the Mulliken charge.
Cartesian coordinates (Å):
H (1.490, -0.712, -1.132)  0.134
H (2.809, -0.162, -0.175)  0.335
H (2.634, 0.382, -1.938)  0.301
N (-0.489, -0.837, 1.966)  -0.679
C (-0.132, -0.605, 0.602)  0.086
H (0.240, -0.987, 2.712)  0.242
N (1.265, 1.310, -0.518)  -0.289
O (-1.339, -1.133, -1.769)  -0.496
H (-1.043, -0.241, 2.532)  0.221
H (0.681, -1.307, 0.305)  0.346
H (-0.495, -1.361, -2.023)  0.274
H (-2.097, -0.097, -0.376)  0.248
H (1.732, 2.083, -0.189)  0.275
C (0.271, 0.857, 0.385)  0.451
C (-1.500, -0.988, -0.403)  -0.517
H (-2.064, -1.868, -0.197)  0.383
C (2.164, 0.148, -1.010)  -0.726
O (-0.429, 1.695, 0.882)  -0.589

Record 2
C4H10N2O2 in the gas phase in a non-equilibrium geometry. Source: OMol25; level of theory: wB97M-V/def2-TZVPD.

- Frontier orbital gap: 9.4 eV
- SMILES: CC(C)(O)/C(O)=N/N
- LUMO level: 0.02380 Eh
- Energy above the lowest of the compared OMol25 structures with the same formula, charge and spin: 2.595 eV
- Charge: 0

Each line ends with the Mulliken charge.
Cartesian coordinates (Å):
H (2.581, -0.523, 0.743)  0.426
H (-3.198, -0.454, 0.572)  0.226
O (-1.583, 1.200, 0.346)  -0.573
H (2.139, 0.819, -1.535)  0.383
H (-3.202, -1.989, -0.029)  0.252
C (1.516, -0.781, 0.707)  -1.582
C (-0.920, 0.061, 0.097)  0.240
H (1.185, -0.922, 1.742)  0.406
H (0.479, 1.259, -1.915)  0.327
C (1.097, 0.491, -1.438)  -1.474
O (0.925, 1.567, 0.687)  -0.653
N (-1.343, -1.122, -0.072)  -0.266
H (0.972, -0.441, -1.996)  0.358
H (0.980, 1.388, 1.643)  0.354
C (0.718, 0.313, 0.021)  1.361
N (-2.836, -1.049, -0.178)  -0.587
H (1.410, -1.738, 0.188)  0.338
H (-0.921, 1.921, 0.420)  0.463